[1]
Computed, not measured: a molecular structure, C26H36ClIOP2SbY at a distorted geometry, with wB97M-V/def2-TZVPD.

Structure (XYZ):
```
69
Properties=species:S:1:pos:R:3:forces:R:3:mulliken_charge:R:1
C 3.865127 -5.359303 -1.646010 0.11 -0.28 -0.73 -0.944
C 3.002064 -4.352519 -1.010243 -1.17 1.55 3.43 0.585
H 4.366184 -6.067824 -0.948664 -0.44 0.55 0.06 0.371
H 4.652575 -4.789690 -2.207978 -0.74 -0.55 0.21 0.308
H 3.204767 -5.944992 -2.342333 0.75 0.58 0.36 0.309
O 2.570191 -3.838483 -0.018705 1.48 -1.78 -3.43 -0.233
I 1.762179 -1.457437 -5.110358 0.25 -0.55 0.70 -0.196
Y 1.413670 -2.024407 -2.322091 -1.29 1.55 -0.47 0.340
P -0.856416 -3.452697 -1.197476 -1.60 -0.77 0.09 0.891
C -1.535491 -3.277465 0.505458 -0.05 0.23 0.22 -1.031
C -2.252273 -2.908799 -2.270217 0.06 0.14 -0.27 -1.131
H -3.041404 -3.669150 -2.367162 0.36 0.11 0.27 0.412
H -1.880649 -5.661414 -1.819223 0.43 0.42 0.38 0.378
H -1.863456 -2.696770 -3.278735 -0.28 0.09 0.30 0.375
H -0.161452 -5.512172 -2.205582 -0.18 -0.31 0.28 0.305
H -1.383385 -2.236072 0.834674 -0.02 -0.43 0.07 -0.080
H -2.686804 -1.993492 -1.847214 0.19 -0.15 -0.30 0.309
C -0.913575 -5.279613 -1.436593 0.32 -0.21 -0.27 -1.114
H -2.617950 -3.511277 0.605430 0.65 0.06 -0.45 0.411
H -0.670300 -5.786086 -0.487184 0.02 0.10 -0.48 0.370
H -0.997258 -3.971726 1.165786 -0.03 0.37 -0.06 0.454
P 3.099168 -0.156586 -0.961426 0.72 1.51 0.31 0.835
C 2.909970 0.552608 0.736565 -0.05 -0.14 0.20 -0.961
C 4.900043 -0.536640 -1.064804 0.08 -0.25 -0.16 -1.154
H 2.536369 0.994460 -3.051160 0.09 0.35 0.43 0.247
H 3.829226 1.870633 -2.166834 -0.36 -0.27 0.13 0.407
H 2.132128 2.003219 -1.599030 0.13 -0.32 -0.26 -0.021
C 2.876305 1.325940 -2.052086 0.02 -0.16 -0.22 -0.589
H 5.035767 -1.287548 -1.859095 0.20 0.17 0.31 0.325
H 5.533406 0.331253 -1.327373 -0.51 -0.28 0.23 0.393
H 3.652595 1.341629 0.998152 -0.33 -0.62 -0.50 0.435
H 3.000319 -0.274574 1.464376 -0.13 0.46 -0.18 0.375
H 5.232698 -0.939805 -0.093921 -0.07 0.02 -0.43 0.368
H 1.908535 1.012040 0.823900 0.54 -0.31 0.04 -0.164
Cl -0.487517 -0.165841 -2.470736 0.76 -0.62 0.06 -0.320
C -0.206407 1.159621 5.316484 0.10 -0.19 -0.57 -0.551
C 0.091453 -0.037782 4.643354 -0.03 0.30 -0.16 -0.545
C -0.007812 -0.094102 3.244039 -0.08 0.23 0.21 -0.600
C -0.422970 1.027553 2.518622 -0.09 -0.15 0.25 0.662
C -0.736517 2.217236 3.186353 0.16 -0.10 0.36 -0.184
C -0.608919 2.286580 4.587069 0.11 -0.25 -0.20 -0.746
Sb -0.774777 0.845872 0.357882 -0.92 2.10 0.64 0.983
C -2.889967 1.322508 0.314892 0.04 -1.13 0.30 0.920
C -3.824750 0.277572 0.290411 -0.41 0.21 0.14 -0.379
C -5.176794 0.571943 0.531333 0.13 -0.01 -0.02 -0.532
C -5.584041 1.885747 0.815641 0.37 -0.17 -0.05 -0.547
C -4.630767 2.910962 0.853940 0.10 -0.26 -0.10 -0.866
C -3.282579 2.629377 0.605208 -0.14 -0.12 0.09 -0.189
C -0.340266 2.903750 -0.280903 0.20 -0.63 0.22 0.303
C -0.871053 3.346114 -1.503621 0.52 0.21 -0.33 -0.321
C -0.263366 4.432090 -2.159129 -0.30 -0.24 0.26 -0.719
C 0.742676 5.171407 -1.519722 0.13 -0.16 -0.17 -0.533
C 1.106616 4.846014 -0.208827 0.14 -0.04 0.08 -0.651
C 0.585943 3.697551 0.403331 0.50 -0.14 -0.42 -0.183
H -0.103203 1.211176 6.400548 -0.07 0.01 -0.31 0.395
H 0.416337 -0.922052 5.201836 -0.17 0.37 -0.21 0.396
H 0.220200 -1.017794 2.713462 0.03 0.05 0.18 0.280
H -1.067160 3.089209 2.627849 0.04 -0.09 0.17 0.352
H -0.801590 3.228030 5.112181 -0.04 -0.38 -0.28 0.413
H -3.516345 -0.773208 0.146835 -0.19 0.68 -0.03 0.070
H -5.912903 -0.238956 0.516386 0.27 0.36 0.03 0.406
H -6.635348 2.095464 1.037632 0.45 -0.06 -0.17 0.384
H -4.912076 3.938459 1.080985 -0.04 -0.28 -0.01 0.403
H -2.521910 3.402269 0.690722 -0.38 0.00 -0.12 0.330
H -1.741111 2.855607 -1.955022 0.56 -0.04 0.01 0.408
H -0.574780 4.658909 -3.184570 0.07 0.12 0.50 0.412
H 1.278182 5.967541 -2.063845 -0.49 -0.39 0.42 0.391
H 1.861438 5.435856 0.325737 -0.39 -0.19 -0.28 0.404
H 0.969209 3.390077 1.380802 -0.11 0.12 -0.31 0.369
```
Forces are in eV/Å.

Values from the calculation:
DFT total energy: -2806.13298 Eh
2S+1: 1
F_max: 0.08047 Eh/bohr
Gap between HOMO and LUMO: 2.40 eV
Charge: +2

[2]
Computed, not measured: a molecular structure, C4H6O2P at a distorted geometry, with wB97M-V/def2-TZVPD.

Structure (XYZ):
```
13
Properties=species:S:1:pos:R:3:forces:R:3:mulliken_charge:R:1
C 1.522794 1.419490 0.708285 0.39 0.42 0.30 -0.430
C 1.388126 0.193706 0.285805 -3.66 -1.13 -2.33 -0.488
C -1.381410 0.618999 -0.052186 0.19 -0.16 -0.39 0.451
C -0.352601 -0.307264 -0.696059 3.43 0.96 2.46 -0.206
O -2.040862 -0.043526 0.793614 -0.54 0.31 0.44 -0.641
O -1.478593 1.804566 -0.356864 0.04 0.83 -0.27 -0.725
P -0.797583 -1.841058 0.163249 0.49 -0.84 -0.04 -0.163
H 2.406316 1.746792 1.247863 0.13 -0.07 0.08 0.231
H 0.757349 2.159583 0.548068 -0.32 0.12 -0.13 0.272
H 2.042116 -0.652335 0.369743 0.29 -0.16 0.13 0.329
H -0.039698 -0.268703 -1.734625 -0.26 0.16 0.04 0.401
H -0.062085 -2.701488 -0.730541 0.26 -0.26 -0.17 -0.010
H -1.963871 -2.128761 -0.546351 -0.43 -0.17 -0.13 -0.022
```
Forces are in eV/Å.

Values from the calculation:
DFT total energy: -647.80349 Eh
2S+1: 1
F_max: 0.08727 Eh/bohr
Gap between HOMO and LUMO: 8.21 eV
Charge: -1